Entry 1:
{
  "formula": "C17H30BKN7O2",
  "method": "wB97M-V/def2-TZVPD",
  "homo_lumo_gap_ev": 4.86,
  "total_charge": 1,
  "e_homo_ev": -8.11,
  "relative_energy_kcal_mol": 102.7,
  "elements": ["C", "H", "H", "H", "O", "B", "O", "H", "N", "C", "H", "K", "N", "H", "H", "H", "C", "H", "C", "H", "C", "C", "C", "N", "H", "H", "N", "H", "H", "C", "C", "H", "H", "N", "H", "N", "H", "H", "H", "C", "H", "H", "C", "H", "N", "C", "C", "C", "C", "H", "C", "H", "H", "H", "C", "H", "H", "H"],
  "coordinates": [[2.288, 1.800, 1.520], [1.273, 1.424, 1.601], [2.846, -0.370, -0.915], [3.759, 1.838, -0.063], [0.882, -3.838, 0.672], [-0.173, -2.912, 0.375], [-1.251, -3.723, -0.143], [0.583, 3.737, -1.308], [-4.556, 0.575, 0.556], [-5.785, -0.869, -0.998], [-3.622, -2.753, -0.628], [-1.239, -1.000, 1.801], [-3.369, 1.063, 0.656], [-5.820, -0.836, -2.086], [-3.147, -0.472, -2.117], [1.658, 3.544, 2.627], [0.447, -5.102, 0.352], [0.925, -8.410, 0.145], [2.203, 3.301, 1.717], [-4.661, -4.150, -0.764], [0.880, 3.136, -0.443], [-4.575, -3.098, -1.037], [0.433, -7.450, 0.073], [-0.279, 2.582, 0.263], [-0.998, 3.282, 0.407], [2.910, 1.325, 2.286], [-4.592, -0.107, -0.593], [-0.721, 1.839, -0.273], [2.460, 4.528, -0.062], [-5.767, -2.312, -0.498], [-1.534, -6.159, -0.522], [-6.706, -1.844, 1.414], [2.132, -6.338, 0.843], [3.622, 3.824, 1.989], [-1.375, -8.291, -0.712], [2.716, -0.020, 0.025], [3.646, 4.842, 2.057], [-2.544, -6.093, -0.906], [-4.952, -1.972, 1.488], [2.747, 1.423, 0.116], [0.999, 4.874, 0.842], [3.998, 3.434, 2.854], [1.118, -6.297, 0.467], [4.246, 3.545, 1.229], [-2.616, 0.717, -0.420], [-5.847, -2.391, 1.022], [-0.869, -7.383, -0.412], [-0.842, -5.037, -0.130], [1.803, 2.025, -0.948], [-5.928, -3.430, 1.343], [-3.407, -0.004, -1.183], [3.371, -0.489, 0.636], [-4.513, -3.049, -2.127], [-6.637, -0.316, -0.610], [1.643, 4.061, 0.503], [2.396, 2.420, -1.775], [1.194, 1.216, -1.357], [-6.680, -2.747, -0.916]]
}

Entry 2:
{
  "formula": "C17H30BrCaN9O5S",
  "method": "wB97M-V/def2-TZVPD",
  "homo_lumo_gap_ev": 5.79,
  "total_charge": -2,
  "e_homo_ev": -1.30,
  "relative_energy_kcal_mol": 7.5,
  "elements": ["C", "C", "N", "H", "C", "Br", "C", "H", "H", "H", "S", "C", "H", "H", "C", "H", "H", "C", "N", "Ca", "H", "H", "O", "C", "N", "H", "C", "C", "C", "N", "N", "O", "H", "H", "H", "H", "O", "N", "C", "C", "C", "H", "N", "N", "C", "H", "H", "H", "C", "H", "H", "H", "H", "H", "H", "C", "H", "O", "H", "H", "N", "H", "O", "H"],
  "coordinates": [[-0.644, -5.483, -1.441], [1.295, 3.295, -3.877], [2.083, 1.193, -1.077], [-2.282, -5.286, -0.044], [-1.339, 2.722, 1.361], [-2.293, -2.466, 0.846], [1.348, -5.496, -3.016], [4.946, 3.297, -0.920], [0.898, 4.212, -3.393], [3.282, 5.017, -2.811], [1.647, -1.637, 2.041], [-2.301, 2.134, -0.867], [4.128, 0.830, -0.614], [4.192, 2.579, 1.201], [-1.472, -4.800, -0.569], [2.978, 0.461, 0.661], [2.489, 2.931, 0.847], [2.132, 2.126, -2.024], [-0.248, -2.795, -0.956], [0.255, -0.223, -0.317], [-2.106, 5.214, 1.551], [3.141, 2.704, -4.785], [0.675, -0.481, 2.157], [0.395, -4.812, -2.074], [-1.678, 3.424, 2.564], [1.090, -6.550, -3.134], [3.189, 1.173, -0.139], [2.721, 3.600, -4.320], [3.865, 3.437, -0.743], [3.146, 3.116, -1.954], [1.257, 2.153, -3.013], [1.750, -1.880, 0.549], [-3.054, 2.428, -2.683], [1.337, -2.881, -2.241], [-1.448, 3.410, 4.624], [0.085, 3.218, 3.746], [1.110, -2.833, 2.701], [-2.169, 3.027, 0.317], [0.539, -3.461, -1.791], [-1.597, 4.872, 2.448], [-1.215, -3.448, -0.370], [0.649, 3.109, -4.742], [-1.876, 0.999, -1.028], [-0.388, 1.903, 1.238], [-0.983, 2.954, 3.748], [2.372, -5.437, -2.642], [3.729, 4.508, -0.513], [-1.255, 0.068, -2.288], [3.495, 3.964, -3.066], [1.332, -5.030, -4.002], [0.156, 1.744, 2.080], [-3.040, 3.457, 0.585], [-2.073, 5.331, 3.319], [0.040, 0.285, -3.030], [-0.551, 5.217, 2.402], [3.428, 2.567, 0.419], [-0.798, -6.541, -1.621], [-0.491, -0.463, -2.707], [4.583, 3.909, -3.240], [-1.068, 1.871, 3.827], [-3.069, 2.943, -1.811], [-2.604, 3.833, -1.958], [2.958, -1.248, 2.577], [2.776, 4.426, -5.040]]
}